A structure of composition C37H38CoF5N2P2SSi2 in a non-equilibrium geometry. Source: the Open Molecules 2025 dataset; level of theory: ωB97M-V/def2-TZVPD.

Computed properties:
Kohn-Sham gap (alpha / beta) in eV: 6.87 / 7.43
Total energy in eV: -138353.7668
E_HOMO (alpha / beta) in Ha: -0.15795 / -0.17878
Expectation value of S²: 3.764
Net charge: -1
Spin multiplicity: 4
Maximum force in eV/Å: 2.224

Last column: Löwdin charge in e.
Cartesian coordinates (Å):
Co 0.5553 -0.6804 0.9702  0.277
C 3.0033 2.1629 1.7438  -0.174
Si 2.8451 1.5371 -0.0557  0.383
C 3.1414 2.9874 -1.2675  -0.167
C 4.1950 0.2234 -0.4084  -0.158
N 1.2619 0.8642 -0.1366  -0.319
P 0.3772 0.4116 -1.4194  0.639
C -0.5295 -1.0356 -1.0844  -0.393
P -1.7615 -0.5899 0.0687  0.623
N -1.2549 0.1224 1.4254  -0.316
Si -1.5272 1.2620 2.6727  0.374
C -0.1877 0.8172 3.9601  -0.169
C -3.2571 1.0796 3.4847  -0.176
C -1.3278 3.1053 2.1734  -0.168
C -3.1964 0.2663 -0.6917  -0.256
C -3.6383 -0.2048 -1.9233  -0.109
C -4.6785 0.4201 -2.5812  -0.098
C -5.2773 1.5391 -2.0255  -0.103
C -4.8221 2.0309 -0.8148  -0.086
C -3.7882 1.3969 -0.1497  -0.079
C -2.4587 -2.2083 0.5593  -0.276
C -2.8438 -3.1293 -0.4067  -0.087
C -3.2776 -4.3878 -0.0356  -0.092
C -3.3129 -4.7446 1.3011  -0.105
C -2.9146 -3.8362 2.2669  -0.091
C -2.4937 -2.5712 1.8988  -0.086
C -0.5793 1.8247 -2.0564  -0.291
C -0.6235 3.0656 -1.4408  -0.084
C -1.4722 4.0441 -1.9284  -0.089
C -2.2852 3.7843 -3.0203  -0.096
C -2.2452 2.5416 -3.6353  -0.091
C -1.3927 1.5685 -3.1559  -0.110
C 1.4771 0.0217 -2.8110  -0.287
C 1.7849 0.8769 -3.8602  -0.101
C 2.7440 0.5078 -4.7867  -0.097
C 3.4049 -0.7040 -4.6606  -0.101
C 3.1067 -1.5554 -3.6069  -0.084
C 2.1427 -1.1928 -2.6852  -0.098
H 4.0024 2.5308 1.9500  0.015
H 2.7971 1.3570 2.4417  0.004
H 2.3043 2.9643 1.9594  0.011
H 4.1456 3.3816 -1.1510  0.018
H 2.4461 3.8057 -1.1163  0.011
H 3.0351 2.6535 -2.2941  0.002
H 5.1462 0.4835 0.0454  0.018
H 4.3537 0.1055 -1.4766  0.012
H 3.8960 -0.7468 -0.0208  0.005
H -0.4119 -0.1171 4.4662  0.021
H -0.0609 1.5840 4.7187  0.020
H 0.7670 0.6796 3.4524  -0.007
H -3.3243 0.1694 4.0708  0.015
H -4.0614 1.0468 2.7572  0.007
H -3.4468 1.9151 4.1505  0.015
H -0.3077 3.3156 1.8703  0.003
H -1.5636 3.7553 3.0112  0.018
H -1.9721 3.3875 1.3461  0.004
H -3.1384 -1.0527 -2.3689  0.088
H -5.0194 0.0387 -3.5337  0.101
H -6.0945 2.0276 -2.5380  0.096
H -5.2749 2.9126 -0.3820  0.100
H -3.4302 1.7764 0.7923  0.052
H -2.7816 -2.8646 -1.4506  0.084
H -3.5840 -5.0983 -0.7897  0.095
H -3.6388 -5.7344 1.5863  0.093
H -2.9284 -4.1213 3.3086  0.096
H -2.1675 -1.8542 2.6400  0.084
H 0.0063 3.2357 -0.5806  0.082
H -1.4976 5.0165 -1.4560  0.098
H -2.9445 4.5544 -3.3992  0.096
H -2.8847 2.3344 -4.4840  0.103
H -1.3537 0.5837 -3.6072  0.114
H 1.2719 1.8263 -3.9561  0.102
H 2.9868 1.1649 -5.6125  0.096
H 4.1632 -0.9801 -5.3810  0.094
H 3.6316 -2.4948 -3.5032  0.103
H 1.8840 -1.8295 -1.8482  0.076
F 5.9677 -4.4877 4.4588  0.090
C 4.9384 -4.0613 3.6926  -0.135
C 4.9488 -4.2572 2.3116  -0.146
F 5.9794 -4.9096 1.7372  0.095
C 3.9008 -3.8006 1.5357  -0.245
F 3.9485 -4.0258 0.2119  0.065
C 2.7910 -3.1169 2.0770  -0.529
S 1.4845 -2.6626 1.0540  0.716
C 2.8047 -2.9600 3.4768  -0.230
F 1.7625 -2.3511 4.0744  0.067
C 3.8406 -3.4215 4.2671  -0.145
F 3.7898 -3.2799 5.6083  0.093

=====

The ion C8H12N3O with charge +1 in a non-equilibrium geometry. Source: the Open Molecules 2025 dataset; level of theory: ωB97M-V/def2-TZVPD.

Computed properties:
Kohn-Sham gap (alpha / beta) in eV: 6.64 / 6.64
Energy relative to the best compared isomer or geometry (same formula, charge and spin) in kcal/mol: 138.52
Total energy in eV: -14995.9731
E_HOMO (alpha / beta) in Ha: -0.40012 / -0.40010
Net charge: +1
Spin multiplicity: 1
Maximum force in eV/Å: 4.582

Last column: Löwdin charge in e.
Cartesian coordinates (Å):
C 2.7068 0.1609 1.4505  -0.057
C 2.2961 1.3505 0.8324  -0.015
C 2.3016 -1.0875 1.1014  -0.073
C 1.3272 1.2813 -0.1793  0.014
C 1.3147 -1.1690 0.1629  -0.037
C 0.9059 -0.0260 -0.4667  -0.240
C 0.1207 0.3374 -2.6401  0.189
C -1.4043 -0.6787 -1.1363  -0.060
N -0.0807 -0.1913 -1.5213  -0.042
N -1.9762 0.7943 0.8382  -0.152
N -3.0790 -0.0043 1.5215  0.080
O -2.0625 0.5566 -0.5171  -0.224
H 3.5189 0.1770 2.1486  0.113
H 2.5813 2.3026 1.0882  0.089
H 2.6312 -2.0620 1.5570  0.144
H 0.7252 2.1079 -0.6631  0.154
H 0.8188 -2.1880 -0.1082  0.160
H -0.6062 0.3808 -3.3990  0.117
H 1.1862 0.6414 -2.8197  0.157
H -1.9881 -0.8878 -1.9313  0.094
H -1.4830 -1.5018 -0.4237  0.131
H -2.8647 -0.9711 1.3197  0.113
H -4.0125 0.4006 1.2440  0.162
H -2.8773 0.2762 2.5414  0.185

=====

A cluster of 2 separate species, C4H7N3S in total in a non-equilibrium geometry. Source: the Open Molecules 2025 dataset; level of theory: ωB97M-V/def2-TZVPD.

Computed properties:
Kohn-Sham gap in eV: 8.08
Energy relative to the best compared isomer or geometry (same formula, charge and spin) in kcal/mol: 136.99
Total energy in eV: -19561.8374
E_HOMO in Ha: -0.32349
Spin multiplicity: 1
Maximum force in eV/Å: 6.567

Last column: Löwdin charge in e.
Cartesian coordinates (Å):
C 1.8951 -1.2734 -0.4451  -0.153
C 0.5978 -1.4662 0.0051  -0.103
C -0.1166 -0.2638 -0.0778  -0.406
C -1.4351 -0.0065 0.5742  -0.607
H 1.2819 2.4096 0.4195  0.015
H 0.6950 2.7136 -0.9738  0.158
H 2.8505 -1.9554 -0.4729  0.136
H 0.1766 -2.5398 0.0734  0.132
H -1.5097 -0.7887 1.4254  0.101
H -1.2873 1.1539 0.9774  0.119
H -3.9841 -0.6725 0.4611  0.088
N 0.6337 2.0325 -0.1107  0.104
N 0.8230 0.6701 -0.3249  -0.199
N 2.0299 0.0824 -0.7424  0.057
S -2.6508 -0.0959 -0.7883  0.560

=====

A cluster of 2 separate species, C4H8O2 in total. Source: the Open Molecules 2025 dataset; level of theory: ωB97M-V/def2-TZVPD.

Computed properties:
Kohn-Sham gap in eV: 10.69
Energy relative to the best compared isomer or geometry (same formula, charge and spin) in kcal/mol: 34.22
Total energy in eV: -8371.7976
SMILES: CC(C)=O.C=O
E_HOMO in Ha: -0.35893
Spin multiplicity: 1
Maximum force in eV/Å: 0.518

Last column: Löwdin charge in e.
Cartesian coordinates (Å):
C -0.1490 2.0899 0.5752  -0.024
C 0.1777 0.6569 0.2287  -0.473
C 0.2255 0.2792 -1.2355  -0.019
O 0.4042 -0.1634 1.0989  0.037
H -1.0504 2.4240 0.0490  0.087
H -0.2828 2.1883 1.6536  0.082
H 0.6749 2.7371 0.2504  0.091
H -0.5020 -0.5181 -1.4176  0.071
H 0.0254 1.1234 -1.9002  0.078
H 1.2110 -0.1391 -1.4639  0.096
C -0.1634 -2.6447 0.4998  -0.167
O -0.8095 -2.6716 -0.5204  -0.032
H -0.6372 -2.5759 1.4961  0.086
H 0.9398 -2.7129 0.5045  0.086

=====

- Which formula does entry 4 have?
  C4H8O2

=====

- Which formula does entry 4 have?
  C4H8O2